(1)
This record from the OMol25 dataset describes a structure of composition C36H48ClN3O3P2RbSb. The level of theory is ωB97M-V with the def2-TZVPD basis set.

The geometry in ORCA input format:
```
! RIJCOSX wB97M-V def2-TZVPD def2/J DEFGRID3
* xyz 0 1
H -0.346 1.080 3.605
H 5.721 1.416 -3.155
H -2.920 0.631 4.528
H 4.679 -0.560 0.190
O -2.181 -2.725 -0.356
H 3.650 2.213 4.637
N -2.541 -3.707 -2.363
Rb -0.208 -1.155 0.644
C -0.831 2.232 -5.774
H 2.001 3.412 0.879
H 4.795 -0.751 -2.557
H -2.058 6.135 3.755
H -5.463 -0.130 1.417
H -3.438 7.147 1.967
C 4.069 -4.340 0.891
C -2.912 6.218 1.788
C 2.940 2.896 2.727
O 0.615 -3.772 1.658
H 3.386 -3.148 3.318
H -0.844 4.040 3.343
C 1.632 1.589 4.265
C 1.878 2.918 1.836
N -0.165 2.429 -0.555
C 2.818 2.232 3.944
C -3.471 0.717 3.590
H 0.111 0.374 -6.311
H -4.538 0.780 3.810
P -0.752 2.206 1.018
C -1.879 -3.568 -1.197
C -0.679 -4.465 -0.921
H -4.229 0.184 0.174
H 3.869 3.389 2.468
P 0.471 1.072 -1.460
H -4.865 -1.458 0.388
H 4.353 -3.358 0.505
C -0.096 1.589 -3.143
H 4.545 3.549 -2.527
H -5.256 -1.907 3.646
H 4.853 -4.684 1.561
H -2.326 -5.683 -3.129
C -2.329 4.400 0.320
H -1.089 -4.525 -3.672
C 2.935 -4.117 3.085
H -3.762 -2.109 -1.839
C -4.262 -2.328 3.493
C 0.575 1.603 3.362
C 3.155 0.077 -1.249
H -1.056 3.432 -2.617
C 0.212 0.736 -4.204
C -2.140 5.649 2.791
C -2.138 -4.645 -3.406
H 1.855 -5.136 -0.797
H -4.350 -3.282 2.974
C -0.787 2.762 -3.424
H 0.766 -0.177 -4.009
H -2.729 -4.426 -4.293
H -0.779 -4.822 0.104
H -0.608 -5.309 -1.608
C 2.215 1.251 -1.488
C 4.133 2.593 -2.236
N 2.823 -4.289 1.646
H -1.106 2.484 -6.791
H 0.326 3.307 -0.710
C 4.322 0.162 -2.212
C 4.821 1.370 -2.549
H 2.440 -3.470 -0.879
H -2.407 3.914 -0.645
C -0.149 1.049 -5.505
H 4.014 -5.049 0.066
C 3.770 0.035 0.157
C -3.003 5.592 0.551
C 0.681 2.276 2.148
Cl 2.639 -0.786 1.370
C -1.458 4.462 2.557
H 3.561 -4.909 3.496
O 0.456 -3.621 -1.059
H -4.590 -3.399 -2.735
H 2.206 3.373 -1.882
C -1.148 3.087 -4.731
C -3.666 -2.825 -2.647
C 1.643 -4.035 1.045
C -4.592 -0.539 0.906
H 2.633 -0.878 -1.390
H -3.792 -2.502 4.461
C 2.819 2.470 -1.844
H -3.491 -2.293 -3.584
Sb -3.063 -0.978 2.338
C 1.644 -4.104 -0.488
H 1.948 -4.163 3.533
H -3.154 1.629 3.081
C -1.544 3.825 1.320
H -3.601 6.032 -0.237
H 1.535 1.064 5.207
H 3.955 1.036 0.540
H -1.676 4.013 -4.926
*
```

HOMO level = -5.31 eV
LUMO = -0.0005 hartree
Energy above the lowest of the compared OMol25 structures with the same formula, charge and spin = 74.4 kJ/mol
Max |F| = 0.90 eV Å⁻¹
Orbital gap = 5.29 eV

Atomic partial charges in e from the Löwdin method, atoms 1 to 5:
1 H 0.087
2 H 0.092
3 H -0.002
4 H 0.065
5 O -0.128

***

(2)
This record from the OMol25 dataset describes a structure of composition C3H3IO at a distorted geometry. The level of theory is ωB97M-V with the def2-TZVPD basis set.

The geometry in ORCA input format:
```
! RIJCOSX wB97M-V def2-TZVPD def2/J DEFGRID3
* xyz 0 1
C 0.465 -0.395 -0.471
I 2.142 -1.453 -0.968
O -0.601 -1.131 0.035
C 0.219 0.695 0.560
H -0.350 0.622 -2.185
H 0.797 1.587 0.642
C -0.873 -0.011 0.863
H -1.799 0.085 1.523
*
```

HOMO level (spin up / spin down) = -8.54 / -9.52 eV
LUMO (spin up / spin down) = -0.0187 / -0.0281 hartree
Energy above the lowest of the compared OMol25 structures with the same formula, charge and spin = 467.5 kJ/mol
Max |F| = 2.15 eV Å⁻¹
Orbital gap (spin up / spin down) = 8.03 / 8.75 eV

Atomic partial charges in e from the Löwdin method, atoms 1 to 5:
1 C -0.913
2 I 0.886
3 O -0.157
4 C -0.095
5 H 0.168

***

(3)
This record from the OMol25 dataset describes a structure of composition C18H20FMnN2O6PS at a distorted geometry. The level of theory is ωB97M-V with the def2-TZVPD basis set.

The geometry in ORCA input format:
```
! RIJCOSX wB97M-V def2-TZVPD def2/J DEFGRID3
* xyz 0 2
C -0.137 4.094 0.012
C 2.124 3.344 0.328
C -0.088 0.458 -0.709
N 2.597 0.987 -0.058
N -3.027 -3.322 -3.451
F -1.002 5.122 0.047
C -3.427 -2.231 -3.470
C 0.604 -2.009 -1.040
H 3.831 1.997 2.107
C 1.697 2.047 -0.032
H -5.836 -3.830 0.025
O -1.790 -2.533 1.471
C -1.073 -3.789 1.389
H -4.691 -0.086 2.484
H -3.080 -0.651 2.993
C 0.887 -0.565 -0.702
O -1.310 0.292 -0.974
C -4.872 -3.695 -0.459
H -0.356 -3.784 2.205
H 3.589 4.354 1.500
C -3.954 -0.878 2.384
C 4.689 1.525 -1.228
H 4.446 0.292 0.513
O -3.581 -0.932 1.003
H 2.919 -1.029 -0.356
H -4.592 -4.592 -1.005
Mn -2.120 -1.296 -1.654
H -1.610 2.655 -0.573
O -0.454 -2.234 -1.738
H 1.474 5.361 0.623
H 4.214 2.376 -1.717
C 2.175 -0.241 -0.371
C 3.558 3.608 0.705
C 4.244 2.326 1.150
O 1.396 -2.859 -0.657
H -4.389 -1.823 2.711
C -0.576 2.849 -0.326
H -1.769 -4.617 1.515
P -2.894 -2.231 0.353
C 1.191 4.354 0.344
H 4.603 0.668 -1.896
O -3.898 -3.461 0.583
H -4.924 -2.851 -1.149
H -0.540 -3.865 0.442
C 0.355 1.801 -0.350
S -3.798 -0.614 -3.142
C 4.044 1.226 0.119
H 4.088 4.045 -0.146
H 5.748 1.751 -1.096
H 5.313 2.485 1.293
*
```

HOMO level (spin up / spin down) = -8.16 / -7.89 eV
LUMO (spin up / spin down) = -0.0169 / -0.0175 hartree
⟨S²⟩ = 1.047
Max |F| = 1.06 eV Å⁻¹
Orbital gap (spin up / spin down) = 7.70 / 7.42 eV

Atomic partial charges in e from the Löwdin method, atoms 1 to 5:
1 C -0.254
2 C -0.127
3 C -0.247
4 N 0.018
5 N 0.084

***

(4)
This record from the OMol25 dataset describes a structure of composition C50H40N7O4SSeSiV at a distorted geometry. The level of theory is ωB97M-V with the def2-TZVPD basis set.

The geometry in ORCA input format:
```
! RIJCOSX wB97M-V def2-TZVPD def2/J DEFGRID3
* xyz 1 2
O -1.456 -3.377 -0.079
C -3.799 5.157 -2.990
H 0.896 -3.244 -4.918
C -4.524 6.750 -1.304
Se -0.785 1.700 -0.270
C 2.430 3.198 -2.981
H 7.506 0.411 0.241
H -3.859 6.431 0.725
C -4.621 -4.450 -3.075
C -4.354 -0.850 3.565
C 3.190 1.066 -3.795
C 2.198 1.751 1.619
H -4.571 0.452 1.871
H 5.316 1.244 -0.489
H -1.670 -2.821 4.147
C 1.005 2.392 3.629
C 2.576 -3.445 4.174
C 6.605 -0.088 0.574
C 0.461 -2.204 2.744
H -4.352 -1.381 -4.548
H -5.047 6.843 -3.381
C 4.297 -1.358 1.417
C -2.681 -0.533 1.858
C -3.723 -4.308 -2.025
H 3.370 -3.901 4.749
H 1.596 -5.546 -4.251
H 1.946 3.298 -0.898
H 0.536 0.671 2.459
N -0.561 -1.718 1.952
H 1.663 4.199 4.586
C -3.145 4.943 -0.668
C -3.843 6.080 -0.298
C -2.150 4.162 1.510
H 1.857 -6.065 -1.802
C 2.633 1.338 -1.449
H -3.546 -5.103 -1.314
C -3.525 -1.769 4.195
C 3.085 0.550 -2.512
H -2.129 2.728 -2.738
H 0.367 -1.581 -3.136
C 5.533 -1.841 1.818
H -5.083 7.643 -1.061
V 0.091 -1.815 0.117
C 6.691 -1.200 1.400
C 2.347 -3.819 2.879
C -3.930 -0.250 2.389
C 1.533 -5.096 -2.154
H -5.538 -3.552 -4.792
C 1.811 3.516 3.759
H 3.450 4.628 2.931
N -2.370 4.060 0.080
S -2.395 -0.628 -2.332
C -4.178 -2.193 -3.855
C -3.120 4.491 -1.983
C 1.255 -4.098 -1.248
C -1.873 3.094 -0.725
H 2.950 2.806 -5.025
N -1.562 -1.429 -1.107
H 5.595 -2.710 2.462
C 0.990 -3.520 -3.878
H 7.659 -1.564 1.719
H -3.785 4.809 -4.014
C -3.290 -2.072 -2.805
C -3.061 -3.098 -1.912
C 0.703 -2.582 -2.896
C 1.387 -4.793 -3.503
C 2.310 2.672 -1.704
H -1.594 5.072 1.739
C 2.862 2.395 -4.027
O 1.359 -0.660 0.224
H 2.015 -2.095 5.751
H -1.571 3.297 1.823
H 3.543 0.442 -4.607
N 0.821 -2.879 -1.602
H 2.183 4.237 -3.163
C 1.792 -2.423 4.744
O -1.485 -0.219 -3.361
C 2.813 3.759 2.831
C 0.758 -1.825 4.068
O -3.346 0.297 -1.804
H 0.172 -1.046 4.536
C 1.197 1.523 2.566
H 2.952 -4.561 2.375
H -5.326 -0.619 3.980
H 0.219 2.201 4.350
H -3.855 -2.277 5.092
C -4.838 -3.411 -3.979
C -2.023 -2.683 -0.953
C 3.008 2.877 1.775
C 1.326 -3.170 2.169
H -3.109 4.177 2.027
H 3.808 3.079 1.070
H -5.161 -5.378 -3.198
H 3.403 -1.854 1.769
N 1.500 -4.326 0.140
H -2.364 -0.047 0.949
H 3.373 -0.484 -2.336
Si 2.555 0.577 0.232
N 1.083 -3.373 0.819
C -4.503 6.294 -2.625
C -1.833 -1.419 2.514
C 4.184 -0.241 0.590
C 5.363 0.385 0.172
C -2.277 -2.062 3.671
N -2.316 3.358 -1.976
*
```

HOMO level (spin up / spin down) = -9.31 / -9.31 eV
LUMO (spin up / spin down) = -0.1635 / -0.1636 hartree
Energy above the lowest of the compared OMol25 structures with the same formula, charge and spin = 90.5 kJ/mol
⟨S²⟩ = 0.814
Max |F| = 1.41 eV Å⁻¹
Orbital gap (spin up / spin down) = 4.86 / 4.86 eV

Atomic partial charges in e from the Löwdin method, atoms 1 to 5:
1 O 0.003
2 C -0.005
3 H 0.122
4 C -0.079
5 Se 0.850

***

(5)
This record from the OMol25 dataset describes the ion C2H3O2 with charge -1 at a distorted geometry. The level of theory is ωB97M-V with the def2-TZVPD basis set.

The geometry in ORCA input format:
```
! RIJCOSX wB97M-V def2-TZVPD def2/J DEFGRID3
* xyz -1 1
H 1.007 1.050 0.173
H 0.541 -0.426 1.253
C 0.319 0.288 0.485
O 0.107 0.025 -1.747
C -0.366 -0.409 -0.653
O -1.116 -1.419 -0.492
H -0.492 0.890 0.981
*
```

HOMO level = -3.48 eV
LUMO = 0.1745 hartree
Energy above the lowest of the compared OMol25 structures with the same formula, charge and spin = 35.3 kJ/mol
Max |F| = 3.55 eV Å⁻¹
Orbital gap = 8.23 eV

Atomic partial charges in e from the Löwdin method, atoms 1 to 5:
1 H 0.047
2 H 0.047
3 C -0.081
4 O -0.141
5 C -0.807

***

(6)
This record from the OMol25 dataset describes a structure of composition C12H16Cl3F5ORu at a distorted geometry. The level of theory is ωB97M-V with the def2-TZVPD basis set.

The geometry in ORCA input format:
```
! RIJCOSX wB97M-V def2-TZVPD def2/J DEFGRID3
* xyz -2 5
C 2.392 -0.694 -1.779
F -3.472 0.066 1.813
H 4.733 0.390 1.192
C 0.933 1.187 -0.852
C 0.360 1.557 -2.166
H 3.625 2.731 2.213
H 1.135 2.061 -2.764
Cl 0.681 -1.374 1.730
C 2.102 0.218 -0.804
H 2.769 1.451 3.100
C -3.589 0.433 0.520
F -2.465 1.052 -1.450
H 0.756 -2.286 -3.468
F -3.978 -0.639 -0.204
C 1.182 2.137 0.219
Ru -0.418 0.041 0.530
H 0.178 3.597 1.379
C 2.217 1.621 1.047
H 1.930 -0.573 -2.749
H -0.234 3.634 -0.328
C -2.292 1.064 -0.090
F -2.223 2.384 0.306
O -0.137 -2.437 -3.807
H -0.479 2.244 -2.064
F -4.566 1.379 0.451
H 4.245 -0.993 0.189
H -0.683 -2.537 -3.000
C 0.586 3.473 0.371
Cl -0.826 1.244 2.493
H 1.336 4.263 0.212
H 3.634 -0.858 1.850
H 3.098 -1.503 -1.568
C 2.785 0.490 0.440
C 2.657 2.223 2.327
C 3.915 -0.293 0.955
H 1.919 2.948 2.684
Cl -1.089 -1.676 -0.842
H 0.020 0.663 -2.693
*
```

HOMO level (spin up / spin down) = 0.88 / -1.23 eV
LUMO (spin up / spin down) = 0.2068 / 0.2055 hartree
⟨S²⟩ = 6.036
Max |F| = 3.99 eV Å⁻¹
Orbital gap (spin up / spin down) = 4.74 / 6.82 eV

Atomic partial charges in e from the Löwdin method, atoms 1 to 5:
1 C -0.010
2 F 0.068
3 H 0.069
4 C -0.409
5 C -0.103